Record 1
20
Properties=species:S:1:pos:R:3 method="wB97M-V/def2-TZVPD" homo_energy_ha=-0.4078 total_energy_ha=-402.40618 charge=+1 homo_lumo_gap_ev=5.862 e_lumo_ha=-0.19240 de_lowest_kcal_mol=198.08 fmax_ev_per_a=4.59
C -0.143 -1.026 0.143
C -1.294 -1.412 -0.738
C 0.856 2.133 -1.250
C 0.461 -3.311 0.262
C -0.234 3.190 1.989
N 0.446 2.030 0.103
O 0.704 -1.912 0.497
O 0.380 3.168 0.878
H -1.184 -2.290 -1.489
H -2.175 -1.837 -0.075
H -1.438 -0.478 -1.410
H -0.109 2.073 -1.761
H 1.709 1.365 -1.574
H 1.333 3.243 -1.415
H 1.456 -3.931 0.395
H 0.191 -3.660 -0.721
H -0.277 -3.787 0.849
H -0.812 2.258 2.346
H -0.077 4.194 2.380
H 0.207 -0.011 0.592

Record 2
22
Properties=species:S:1:pos:R:3 method="wB97M-V/def2-TZVPD" homo_energy_ha=-0.3268 total_energy_ha=-1033.79396 charge=0 homo_lumo_gap_ev=8.221 e_lumo_ha=-0.02465 de_lowest_kcal_mol=39.18 fmax_ev_per_a=3.86
C 3.065 1.638 -0.335
C 2.870 0.732 -1.503
C -2.599 1.024 0.013
C -1.216 -1.673 -0.876
C -1.339 -0.885 2.256
N 2.805 1.094 0.775
O 2.561 -0.569 -1.033
O 0.164 0.524 0.102
Si -1.236 -0.214 0.440
P 2.186 -0.423 0.547
H 3.328 2.704 -0.525
H 2.015 0.901 -2.135
H 3.631 0.526 -2.304
H -3.481 0.386 -0.086
H -2.802 1.727 0.836
H -2.360 1.730 -0.772
H -1.629 -1.536 -1.879
H -0.168 -1.977 -0.885
H -1.572 -2.506 -0.340
H -0.850 -0.423 3.113
H -2.337 -0.861 2.476
H -1.038 -1.920 2.115

Record 3
20
Properties=species:S:1:pos:R:3 method="wB97M-V/def2-TZVPD" homo_energy_ha=-0.1003 total_energy_ha=-725.91739 charge=-1 homo_lumo_gap_ev=6.271 e_lumo_ha=0.13012 de_lowest_kcal_mol=23.34 fmax_ev_per_a=1.03 smiles=CCN[C@H](CO)C[S-]
C 0.307 -1.606 -0.329
N -0.674 -0.530 -0.110
C -0.060 0.836 -0.045
C -1.160 1.884 -0.022
S -0.449 3.581 0.055
C 0.867 1.016 1.154
O 2.012 1.782 0.845
C -0.308 -2.726 -1.171
H 0.710 -1.963 0.625
H 1.156 -1.239 -0.874
H -1.089 -0.703 0.802
H 0.529 0.929 -0.953
H -1.781 1.744 -0.910
H -1.768 1.722 0.876
H 1.650 2.659 0.587
H 1.217 0.060 1.565
H 0.313 1.506 1.963
H -0.669 -2.293 -2.100
H 0.408 -3.546 -1.279
H -1.212 -3.111 -0.679

Record 4
19
Properties=species:S:1:pos:R:3 method="wB97M-V/def2-TZVPD" homo_energy_ha=-0.3127 total_energy_ha=-593.71242 charge=0 homo_lumo_gap_ev=9.276 e_lumo_ha=0.02817 de_lowest_kcal_mol=52.88 fmax_ev_per_a=3.90 smiles="CC(C)=C=PN.C"
C 0.859 0.425 -0.859
C -0.060 -0.540 -0.949
C -0.578 0.291 2.130
C -1.297 -0.324 -1.839
C 0.042 -1.978 -0.584
N 2.071 2.237 0.405
P 2.151 1.386 -1.108
H 0.312 0.842 1.906
H -0.850 0.776 2.996
H -0.189 -0.720 2.369
H -1.386 0.451 1.444
H -2.196 -0.775 -1.372
H -1.027 -0.799 -2.749
H -1.543 0.777 -1.724
H -0.892 -2.455 -0.581
H 0.461 -1.986 0.388
H 0.869 -2.521 -1.217
H 1.536 1.761 1.112
H 1.718 3.152 0.231

Record 5
19
Properties=species:S:1:pos:R:3 method="wB97M-V/def2-TZVPD" homo_energy_ha=-0.0789 total_energy_ha=-650.63713 charge=-1 homo_lumo_gap_ev=5.239 e_lumo_ha=0.11363 de_lowest_kcal_mol=24.27 fmax_ev_per_a=0.48
C 1.427 0.755 -0.775
C 1.160 -0.402 -1.720
C 2.123 -1.587 -1.520
S 3.877 -1.190 -1.767
H 1.194 0.458 0.256
H 0.827 1.641 -1.005
H 2.473 1.061 -0.777
H 0.129 -0.758 -1.570
H 1.246 -0.070 -2.757
H 1.822 -2.380 -2.212
H 1.943 -1.988 -0.514
C -2.662 1.268 2.415
C -1.698 -0.356 1.073
N -1.587 0.347 2.109
H -3.160 0.919 3.320
H -3.380 1.352 1.587
H -2.250 2.251 2.645
H -0.931 -1.081 0.820
H -2.553 -0.238 0.390

Record 6
19
Properties=species:S:1:pos:R:3 method="wB97M-V/def2-TZVPD" homo_energy_ha=-0.0816 total_energy_ha=-650.63154 charge=-1 homo_lumo_gap_ev=5.710 e_lumo_ha=0.12821 de_lowest_kcal_mol=27.78 fmax_ev_per_a=3.54 smiles=CCCNCC[S-]
C -1.490 -1.186 0.711
N -0.680 -0.662 -0.340
C 0.810 -0.474 -0.174
C 1.322 0.260 -1.390
S 3.077 0.660 -1.024
C -1.985 -0.029 1.608
C -3.304 0.691 1.273
H -0.916 -1.876 1.365
H -2.314 -1.776 0.287
H -1.024 -0.590 -1.283
H 1.250 -1.488 -0.268
H 0.870 -0.184 0.879
H 1.261 -0.463 -2.217
H 0.735 1.143 -1.699
H -1.269 0.791 1.728
H -1.961 -0.371 2.670
H -4.130 0.457 1.951
H -3.155 1.761 1.334
H -3.642 0.422 0.263

Copy entry 3 word for word.
20
Properties=species:S:1:pos:R:3 method="wB97M-V/def2-TZVPD" homo_energy_ha=-0.1003 total_energy_ha=-725.91739 charge=-1 homo_lumo_gap_ev=6.271 e_lumo_ha=0.13012 de_lowest_kcal_mol=23.34 fmax_ev_per_a=1.03 smiles=CCN[C@H](CO)C[S-]
C 0.307 -1.606 -0.329
N -0.674 -0.530 -0.110
C -0.060 0.836 -0.045
C -1.160 1.884 -0.022
S -0.449 3.581 0.055
C 0.867 1.016 1.154
O 2.012 1.782 0.845
C -0.308 -2.726 -1.171
H 0.710 -1.963 0.625
H 1.156 -1.239 -0.874
H -1.089 -0.703 0.802
H 0.529 0.929 -0.953
H -1.781 1.744 -0.910
H -1.768 1.722 0.876
H 1.650 2.659 0.587
H 1.217 0.060 1.565
H 0.313 1.506 1.963
H -0.669 -2.293 -2.100
H 0.408 -3.546 -1.279
H -1.212 -3.111 -0.679